{
  "formula": "C20H34MoN10S",
  "method": "wB97M-V/def2-TZVPD",
  "species": ["Mo", "C", "C", "N", "N", "C", "N", "S", "C", "C", "C", "C", "C", "N", "H", "H", "H", "H", "H", "H", "H", "H", "H", "H", "C", "N", "C", "C", "N", "C", "C", "N", "C", "C", "N", "C", "N", "C", "C", "C", "N", "C", "H", "H", "H", "H", "H", "H", "H", "H", "H", "H", "H", "H", "H", "H", "H", "H", "H", "H", "H", "H", "H", "H", "H", "H"],
  "coordinates": [[0.2686, 0.2084, -0.4767], [4.6586, 0.0505, 0.6913], [3.1791, -0.0368, 0.5796], [2.5055, -0.1103, -0.5237], [3.1379, -0.0878, -1.7470], [2.3985, -0.2703, -2.8565], [2.9714, -0.3377, -4.0299], [0.6818, -0.4884, -2.7136], [2.3191, -0.0959, 1.7792], [2.8211, -0.2215, 3.0585], [1.9318, -0.3445, 4.1291], [0.5727, -0.3447, 3.8777], [0.1323, -0.2177, 2.5672], [0.9773, -0.0863, 1.5375], [5.1346, 0.4793, -0.1894], [5.0717, -0.9509, 0.8560], [4.9468, 0.6706, 1.5385], [4.1519, -0.1042, -1.7779], [3.9759, -0.2971, -4.1658], [2.4138, -0.4508, -4.8688], [3.8861, -0.2378, 3.2425], [2.3103, -0.4471, 5.1383], [-0.1528, -0.4444, 4.6740], [-0.9228, -0.2315, 2.3279], [-3.2145, -2.9804, -2.0861], [-2.1824, -3.3137, -1.0944], [-2.0212, -4.7521, -0.7927], [-0.7067, -4.8096, -0.0227], [-0.3449, -3.3880, 0.1137], [0.9155, -3.0754, 0.7433], [-1.2365, -2.5936, -0.4859], [-1.1825, -1.2164, -0.4374], [-2.4367, -0.5169, -0.7943], [-2.5339, 0.7654, -0.0115], [-1.2337, 1.4582, -0.1461], [-1.2156, 2.8450, -0.0738], [-0.0957, 3.5233, -0.3521], [1.1938, 2.9588, -0.5895], [-0.3186, 4.9807, -0.3226], [-1.7685, 5.0692, 0.1575], [-2.2115, 3.6557, 0.2335], [-3.5635, 3.4426, 0.7730], [-3.3852, -3.8808, -2.6709], [-2.8780, -2.2029, -2.7654], [-4.1607, -2.7121, -1.6194], [-1.9797, -5.3073, -1.7279], [-2.8759, -5.0997, -0.2130], [0.0799, -5.3347, -0.5658], [-0.8124, -5.2584, 0.9641], [1.5809, -3.9247, 0.5900], [0.8157, -2.9157, 1.8188], [1.3880, -2.2168, 0.2677], [-3.3160, -1.1147, -0.5740], [-2.4497, -0.2771, -1.8632], [-2.7575, 0.5746, 1.0414], [-3.3374, 1.3628, -0.4360], [1.0993, 2.0560, -1.2423], [1.7432, 2.7437, 0.3331], [1.7996, 3.6130, -1.2184], [-0.1809, 5.3887, -1.3239], [0.3820, 5.4589, 0.3605], [-2.4114, 5.6134, -0.5324], [-1.8575, 5.5117, 1.1490], [-3.7978, 4.3158, 1.3776], [-3.6066, 2.5752, 1.4209], [-4.2957, 3.3754, -0.0305]],
  "e_tot_ev": -48845.907,
  "charge": 4,
  "s_squared": 2.02,
  "multiplicity": 3,
  "e_lumo_ev": [-13.5, -13.4]
}

{
  "formula": "C20H34N2O",
  "method": "wB97M-V/def2-TZVPD",
  "species": ["C", "H", "H", "H", "C", "C", "H", "H", "H", "C", "H", "H", "H", "C", "N", "C", "H", "C", "N", "C", "H", "H", "C", "H", "H", "C", "C", "H", "H", "C", "C", "C", "C", "C", "C", "C", "H", "H", "H", "H", "H", "H", "H", "H", "H", "C", "H", "C", "O", "H", "H", "H", "H", "H", "H", "H", "H"],
  "coordinates": [[-5.0816, -0.5940, -0.3088], [-5.8901, -0.7588, -1.0178], [-4.1864, -1.0826, -0.6816], [-5.3610, -1.0492, 0.6394], [-4.8234, 0.9024, -0.1333], [-6.0832, 1.5805, 0.4088], [-6.3638, 1.1580, 1.3715], [-6.9132, 1.4426, -0.2803], [-5.9204, 2.6485, 0.5387], [-4.4489, 1.5128, -1.4838], [-3.5324, 1.0602, -1.8516], [-4.2948, 2.5858, -1.3905], [-5.2399, 1.3425, -2.2107], [-3.6723, 1.1215, 0.8701], [-2.4215, 0.5377, 0.4031], [-1.9341, -0.5430, 1.2376], [-2.7393, -1.2634, 1.3915], [-0.7452, -1.2486, 0.5592], [0.3281, -0.3237, 0.2241], [-0.1825, 0.8242, -0.4982], [0.6288, 1.5409, -0.6420], [-0.5121, 0.4836, -1.4835], [-1.3628, 1.5083, 0.2001], [-1.7368, 2.3160, -0.4317], [-1.0221, 1.9462, 1.1581], [1.1859, 0.0091, 1.3497], [2.2290, -1.0775, 1.6237], [2.8219, -0.7623, 2.4855], [1.7364, -2.0167, 1.8781], [3.1490, -1.3261, 0.4233], [3.8788, -0.0812, 0.0133], [4.9391, 0.3984, 0.7733], [5.5938, 1.5645, 0.4200], [5.1961, 2.2713, -0.7023], [4.1438, 1.8012, -1.4691], [3.4920, 0.6334, -1.1131], [2.6706, 0.2686, -1.7126], [3.8307, 2.3466, -2.3483], [5.7063, 3.1825, -0.9792], [6.4177, 1.9235, 1.0203], [5.2566, -0.1509, 1.6488], [3.8683, -2.1023, 0.6948], [2.5424, -1.6953, -0.4012], [0.6176, 0.1886, 2.2773], [1.7149, 0.9335, 1.1054], [-1.2310, -2.0092, -0.6838], [-1.7327, -1.3209, -1.3621], [-0.0905, -2.7048, -1.4245], [0.5402, -3.7044, -0.6589], [-0.1270, -4.3405, -0.3775], [0.6892, -1.9789, -1.6581], [-0.4715, -3.1315, -2.3652], [-1.9626, -2.7571, -0.3641], [-0.3336, -1.9830, 1.2584], [-1.6182, -0.1710, 2.2318], [-3.5473, 2.1990, 1.0266], [-3.9594, 0.6874, 1.8354]],
  "smiles": "CC(C)(C)CN1CCN(CCCc2ccccc2)[C@H](CCO)C1",
  "e_tot_ev": -26319.701,
  "relative_energy_kcal_mol": 13.75,
  "e_lumo_ev": 0.8
}

{
  "formula": "C20H34N4O3",
  "method": "wB97M-V/def2-TZVPD",
  "species": ["C", "C", "N", "C", "C", "C", "N", "C", "O", "C", "C", "C", "N", "C", "C", "C", "O", "C", "O", "C", "C", "C", "N", "C", "C", "C", "C", "H", "H", "H", "H", "H", "H", "H", "H", "H", "H", "H", "H", "H", "H", "H", "H", "H", "H", "H", "H", "H", "H", "H", "H", "H", "H", "H", "H", "H", "H", "H", "H", "H", "H"],
  "coordinates": [[1.1209, -2.4995, -1.5264], [1.5468, -1.5620, -0.4052], [0.5511, -1.4470, 0.6613], [0.4367, -2.5864, 1.5771], [1.1672, -2.4363, 2.9134], [2.6192, -1.9950, 2.7634], [0.4229, -1.5275, 3.7642], [0.5694, -1.5300, 5.1124], [1.3816, -2.2507, 5.6788], [-0.3076, -0.5979, 5.8519], [-0.3040, -0.4321, 7.2616], [-1.2640, 0.4943, 7.5598], [-1.8562, 0.8973, 6.3890], [-2.8601, 1.9321, 6.2714], [-1.2753, 0.2441, 5.3475], [-0.3116, -0.4168, 0.7869], [-1.1238, -0.3410, 1.7066], [-0.2509, 0.7193, -0.2236], [-0.4278, 0.2313, -1.5301], [-0.3543, 1.2587, -2.5015], [-0.4972, 0.6267, -3.8796], [-1.8520, -0.0600, -3.9938], [-0.3297, 1.6514, -4.9016], [-0.5454, 1.1627, -6.2623], [-0.0160, 2.2879, -7.1497], [1.0437, 2.9939, -6.2774], [1.0125, 2.2296, -4.9528], [1.9119, -2.5638, -2.2752], [0.9348, -3.5084, -1.1561], [0.2161, -2.1294, -2.0046], [2.4718, -1.9163, 0.0519], [1.7524, -0.5730, -0.8066], [-0.6213, -2.7751, 1.7638], [0.8467, -3.4522, 1.0575], [1.1582, -3.4216, 3.3907], [3.1929, -2.7211, 2.1822], [2.6781, -1.0208, 2.2739], [3.0686, -1.9156, 3.7511], [-0.3032, -0.9814, 3.3222], [0.3333, -0.9580, 7.9516], [-1.5867, 0.9009, 8.5038], [-3.4636, 1.7525, 5.3840], [-3.5114, 1.9088, 7.1430], [-2.4037, 2.9202, 6.1960], [-1.6033, 0.4246, 4.3349], [-1.0480, 1.4142, 0.0514], [0.7104, 1.2466, -0.1280], [-1.1558, 1.9929, -2.3483], [0.6063, 1.7766, -2.4015], [0.2990, -0.1360, -3.9787], [-2.0154, -0.7012, -3.1295], [-2.6459, 0.6895, -4.0268], [-1.9186, -0.6765, -4.8889], [0.0285, 0.2344, -6.4351], [-1.5963, 0.9447, -6.4420], [0.3951, 1.9007, -8.0809], [-0.8203, 2.9760, -7.4064], [2.0372, 2.9743, -6.7233], [0.7765, 4.0378, -6.1189], [1.2041, 2.8786, -4.0997], [1.7754, 1.4305, -4.9487]],
  "smiles": "CCN(C[C@@H](C)NC(=O)c1ccn(C)c1)C(=O)COC[C@@H](C)N1CCCC1",
  "e_tot_ev": -33395.329,
  "relative_energy_kcal_mol": 0.00,
  "e_lumo_ev": 0.7
}

{
  "formula": "C20H34N4O4",
  "method": "wB97M-V/def2-TZVPD",
  "species": ["C", "C", "C", "C", "N", "C", "C", "H", "H", "H", "H", "H", "C", "H", "C", "N", "C", "C", "N", "H", "C", "C", "H", "C", "N", "C", "O", "O", "C", "C", "H", "H", "H", "H", "H", "C", "H", "C", "H", "H", "H", "H", "H", "H", "H", "C", "O", "C", "O", "H", "H", "H", "H", "H", "H", "H", "H", "H", "H", "H", "H", "H"],
  "coordinates": [[2.3557, 5.3272, 6.3578], [1.4629, 4.8691, 5.2112], [2.0968, 5.0905, 3.8374], [3.2011, 4.0735, 3.5355], [2.6889, 2.7169, 3.5441], [3.6662, 1.7028, 3.8998], [3.0032, 0.4266, 4.4057], [2.3193, 0.6642, 5.2164], [3.7653, -0.2518, 4.7812], [2.4546, -0.0856, 3.6207], [4.2867, 2.1112, 4.7015], [4.3308, 1.4617, 3.0509], [1.9054, 2.3821, 2.3732], [2.3340, 1.5200, 1.8474], [0.4518, 2.0389, 2.7552], [-0.3823, 1.8256, 1.5934], [-0.3336, 0.6634, 0.9171], [-0.8666, 0.2125, -0.2949], [-1.6149, 0.8203, -1.2350], [-1.7906, 1.8059, -1.1178], [-1.9988, 0.2216, -2.5026], [-0.7756, -0.1171, -3.3642], [-0.1872, 0.7816, -3.5589], [-1.2293, -0.7459, -4.6838], [-2.0375, -1.9160, -4.4212], [-1.3979, -3.1198, -4.3604], [-0.2957, -3.3110, -4.8146], [-2.1753, -4.0751, -3.8127], [-1.5473, -5.3315, -3.5598], [-1.1121, -5.4188, -2.1036], [-1.9768, -5.3575, -1.4471], [-0.4407, -4.5976, -1.8642], [-0.5993, -6.3604, -1.9294], [-0.6870, -5.4350, -4.2284], [-2.2945, -6.0936, -3.7969], [-3.2257, -1.6341, -3.6483], [-3.7903, -2.5552, -3.5162], [-2.8448, -1.0385, -2.2908], [-3.7421, -0.7974, -1.7187], [-2.2622, -1.7759, -1.7394], [-3.8339, -0.9223, -4.2182], [-0.3663, -1.0593, -5.2720], [-1.8266, -0.0352, -5.2642], [-0.1520, -0.8367, -2.8330], [-2.6057, 0.9719, -3.0246], [-0.3118, -1.1374, -0.0970], [-0.3056, -2.1655, -0.7372], [0.2512, -0.6509, 1.2200], [0.9063, -1.1061, 2.1293], [-0.6725, 2.6534, 1.0907], [0.0245, 2.8516, 3.3441], [0.4437, 1.1275, 3.3512], [1.8931, 3.2246, 1.6690], [3.6757, 4.3300, 2.5708], [3.9687, 4.1543, 4.3059], [1.3237, 5.0205, 3.0695], [2.5230, 6.0947, 3.7843], [0.5190, 5.4177, 5.2600], [1.2472, 3.8054, 5.3220], [1.8489, 5.1859, 7.3096], [2.6022, 6.3822, 6.2547], [3.2810, 4.7583, 6.3816]],
  "smiles": "CCCCN(CC)CCNc1c(NC2CCN(C(=O)OCC)CC2)c(=O)c1=O",
  "e_tot_ev": -35442.156,
  "relative_energy_kcal_mol": 32.84,
  "e_lumo_ev": 0.2
}